Density functional theory data (ωB97M-V with the def2-TZVPD basis set) for C43H59BrN3O2P2Si4TcTe as an isolated structure.

Computed properties:
<S²>: 3.817
Gap between HOMO and LUMO (alpha / beta): 7.9 / 5.4 eV
E_HOMO (alpha / beta): -10.1 / -10.1 eV
2S+1: 4
Total charge: +1

Cartesian coordinates (Å):
Te  -0.149  0.969  -0.994
Tc  0.070  -1.368  0.326
Br  -3.352  -4.071  -4.773
P  2.535  -1.876  -0.221
P  1.714  -0.665  2.089
Si  -0.918  4.015  -2.881
Si  -2.203  2.538  -1.414
Si  -2.860  3.596  0.602
Si  -4.075  1.369  -2.448
O  0.440  -4.350  0.867
O  -2.102  -0.038  1.836
N  -1.501  -1.107  1.611
N  -0.339  -3.201  1.066
N  3.047  -1.441  1.322
C  1.597  -2.809  3.833
C  3.481  0.904  -3.137
C  -3.053  -2.804  -2.364
C  0.879  -1.349  6.097
C  -5.208  2.783  -2.874
C  -2.380  -3.175  -3.440
C  -3.676  5.226  0.111
C  -1.296  4.014  1.557
C  5.135  -5.429  -1.553
C  -3.406  0.389  -3.927
C  -1.911  -2.191  2.327
C  3.659  -3.583  -2.070
C  1.942  2.146  2.220
C  -3.071  -2.035  3.280
C  -0.945  -2.033  -1.351
C  -1.742  5.661  -3.438
C  2.512  3.307  2.632
C  5.012  -5.113  -0.202
C  3.577  -3.247  -0.734
C  0.987  -0.671  4.876
C  2.432  0.915  2.664
C  1.040  -2.722  6.166
C  3.573  3.289  3.540
C  -0.367  2.956  -4.319
C  1.394  -3.441  5.058
C  4.726  1.355  -2.647
C  -0.254  -2.372  -2.537
C  -0.955  -3.010  -3.585
C  -2.346  -2.131  -1.375
C  4.497  -0.092  -0.767
C  -4.088  2.584  1.629
C  2.694  -0.044  -2.377
C  -1.733  -4.763  2.232
C  4.234  -4.030  0.214
C  0.646  4.364  -1.835
C  3.262  -0.541  -1.214
C  4.376  -4.732  -2.459
C  -4.821  0.119  -1.266
C  5.220  0.867  -1.496
C  1.405  -1.415  3.709
C  3.539  0.824  3.565
C  -1.333  -3.411  1.928
C  4.122  2.069  3.931
H  -3.295  0.976  -4.860
H  5.413  -5.801  0.507
H  -3.013  5.858  -0.513
H  4.945  -0.506  0.150
H  -2.781  -1.285  4.031
H  1.037  -4.129  0.109
H  2.121  4.253  2.248
H  3.955  -0.104  3.996
H  0.699  0.377  4.795
H  -3.315  -3.007  3.629
H  -1.642  6.394  -2.688
H  -0.412  -3.382  -4.498
H  -2.845  -1.718  -0.502
H  -5.712  2.640  -3.829
H  0.544  -0.744  6.941
H  -0.566  4.609  1.023
H  3.279  -2.876  -2.802
H  1.196  2.164  1.411
H  1.672  -0.295  -2.731
H  5.257  2.090  -3.273
H  -5.768  0.527  -0.821
H  -3.884  -1.640  2.666
H  -4.176  5.748  0.961
H  -3.517  2.025  2.420
H  3.962  -3.941  1.263
H  -4.129  -2.851  -2.170
H  0.859  -2.351  -2.518
H  3.037  1.337  -4.031
H  1.608  -4.551  5.228
H  -2.480  -4.771  3.008
H  1.045  -3.207  7.144
H  -4.177  -0.431  -4.092
H  -5.940  2.898  -2.027
H  0.607  2.486  -4.051
H  -2.513  -0.148  -3.678
H  -4.227  -0.185  -0.408
H  5.784  -6.238  -1.843
H  -5.058  -0.797  -1.852
H  -0.885  -5.307  2.570
H  6.152  1.246  -1.085
H  4.010  -1.275  1.610
H  0.817  5.449  -1.615
H  -1.060  2.139  -4.575
H  -1.661  4.584  2.453
H  -0.230  3.532  -5.208
H  -4.563  5.027  -0.610
H  -4.626  3.747  -2.898
H  -2.219  -5.219  1.363
H  0.621  3.764  -0.887
H  4.324  -5.094  -3.496
H  -4.636  1.816  1.041
H  -4.839  3.206  2.208
H  -1.268  6.112  -4.283
H  3.944  4.228  3.972
H  1.618  4.075  -2.367
H  1.929  -3.276  2.898
H  4.944  2.054  4.677
H  -2.848  5.631  -3.632
H  -0.756  3.140  1.930

---

Density functional theory data (ωB97M-V with the def2-TZVPD basis set) for C43H61AsBrFeN8O2PSi3Te as an isolated structure.

Computed properties:
<S²>: 6.010
Gap between HOMO and LUMO (alpha / beta): 7.9 / 7.7 eV
E_HOMO (alpha / beta): -12.5 / -12.5 eV
2S+1: 5
Total charge: +2

Cartesian coordinates (Å):
Te  0.195  -2.949  -1.443
Br  2.348  1.620  -6.989
As  2.458  -0.187  1.672
Fe  0.109  -0.392  0.052
P  -3.132  -0.223  1.819
Si  4.029  1.494  1.035
Si  1.971  0.497  3.902
Si  3.832  -2.089  2.148
O  0.071  1.196  -1.437
O  2.049  -0.391  -2.134
N  -4.320  -0.512  -0.744
N  -2.359  2.425  2.298
N  -0.845  1.280  1.180
N  -2.116  -0.428  -0.770
N  -0.791  -1.748  1.474
N  -2.090  -2.502  3.080
N  -1.953  2.801  -2.230
N  -1.121  4.396  -3.572
C  -3.191  -0.415  0.003
C  -1.191  -3.632  -3.911
C  -2.790  3.903  -2.088
C  1.626  1.508  -5.253
C  1.616  0.467  -3.099
C  -3.056  -5.001  -3.252
C  0.063  2.252  -3.600
C  0.611  2.362  -4.879
C  5.473  -1.678  2.935
C  -0.237  -2.883  1.987
C  -3.559  2.759  3.062
C  -0.998  3.172  -3.170
C  -1.781  -3.746  -1.476
C  -2.242  4.890  -2.911
C  -2.454  -4.838  -5.571
C  -3.190  -2.617  4.036
C  -4.517  5.360  -1.421
C  2.139  0.553  -4.378
C  -2.830  6.152  -2.980
C  -3.276  -5.348  -4.574
C  0.574  1.310  -2.725
C  -0.063  -2.696  -3.550
C  3.269  -0.084  5.114
C  4.217  -3.015  0.569
C  1.870  2.360  4.041
C  -0.448  2.585  1.254
C  0.314  -0.244  4.386
C  5.320  1.780  2.358
C  4.853  1.016  -0.568
C  3.114  3.102  0.732
C  -3.967  6.368  -2.229
C  -1.032  -3.362  2.988
C  -1.415  -3.986  -5.240
C  -1.913  -1.534  2.151
C  -2.014  -4.140  -2.913
C  3.015  -1.361  -2.543
C  2.877  -3.226  3.304
C  -2.007  1.208  1.814
C  -3.935  -0.587  -2.053
C  -2.568  -0.534  -2.056
C  -3.938  4.109  -1.332
C  -5.698  -0.532  -0.260
C  -1.380  3.305  1.946
H  -3.458  3.778  3.422
H  0.130  -0.025  5.442
H  -2.616  -5.115  -6.603
H  0.288  -1.327  4.254
H  2.855  2.827  3.992
H  -2.485  -2.981  -1.147
H  5.962  -2.650  3.067
H  -0.493  0.199  3.800
H  4.953  -3.786  0.815
H  3.945  -0.883  -2.853
H  5.810  2.735  2.145
H  2.431  3.391  1.528
H  -1.897  -0.583  -2.899
H  -2.929  -3.383  4.761
H  3.300  -1.166  5.244
H  3.196  -1.980  -1.674
H  2.630  -1.968  -3.365
H  4.129  0.920  -1.375
H  -6.358  -0.651  -1.115
H  1.228  2.828  3.300
H  2.579  3.076  -0.224
H  -5.416  5.571  -0.858
H  4.915  1.841  3.369
H  -4.651  -0.673  -2.853
H  2.939  -0.094  -4.705
H  -5.848  -1.367  0.420
H  2.214  -2.703  3.993
H  4.272  0.264  4.871
H  0.863  -2.949  -4.062
H  5.537  1.827  -0.838
H  0.482  2.927  0.833
H  6.091  1.013  2.351
H  1.455  2.583  5.029
H  -2.407  6.923  -3.609
H  3.347  -3.521  0.141
H  4.670  -2.380  -0.193
H  -5.938  0.402  0.244
H  0.228  3.114  -5.553
H  -0.938  -4.221  3.630
H  -4.364  3.332  -0.708
H  5.445  0.100  -0.498
H  -4.081  -6.025  -4.827
H  -0.350  2.033  -1.179
H  3.867  3.892  0.653
H  -3.331  -1.673  4.556
H  -1.422  4.346  2.220
H  0.691  -3.283  1.615
H  5.408  -1.208  3.915
H  2.290  -3.962  2.756
H  3.000  0.354  6.081
H  -4.109  -2.903  3.529
H  3.600  -3.784  3.906
H  -4.444  2.690  2.433
H  -0.306  -1.657  -3.774
H  -0.766  -3.597  -6.016
H  -1.830  -4.595  -0.796
H  -3.658  2.090  3.914
H  -2.235  1.846  -2.055
H  6.126  -1.081  2.298
H  -4.455  7.333  -2.264
H  -3.688  -5.411  -2.473

---

In eV/A, the largest force on an atom values for the records above are, in order, 3.99 0.78.
In kJ/mol, the energy relative to the best compared isomer or geometry (same formula, charge and spin) values for the records above are, in order, 59.0 0.0.